No. 1
Formula: C3H7N2S
Source: the OMol25 dataset
Level of theory: the ωB97M-V functional and the def2-TZVPD basis

ORCA input file:
```
! RIJCOSX wB97M-V def2-TZVPD def2/J DEFGRID3
* xyz 1 1
C 1.36 1.05 0.43
C -0.52 -1.35 -1.14
C 0.45 0.36 1.28
N -1.71 0.50 -0.48
N -0.89 -0.30 -0.19
S 2.68 0.38 -0.25
H 1.22 2.12 0.29
H 0.50 -1.48 -0.76
H -0.55 -0.87 -2.13
H -1.10 -2.20 -0.99
H 0.78 -0.46 1.78
H -0.13 1.00 1.97
H -2.08 1.26 0.20
*
```

## Properties
M: 103.170 Da
calculated total energy: -17028.1881 eV
relative energy (zero: lowest compared OMol25 entry of this formula, charge and spin): 124.1 kcal/mol

Atom charges from the Löwdin analysis, given in e for atoms 1 to 6: atom 1 (C): -0.6715, atom 2 (C): 0.0203, atom 3 (C): 0.0201, atom 4 (N): 0.1927, atom 5 (N): -0.0980, atom 6 (S): 0.8546

No. 2
Formula: C44H85Br2F4N8O5S2
Source: the OMol25 dataset
Level of theory: the ωB97M-V functional and the def2-TZVPD basis

ORCA input file:
```
! RIJCOSX wB97M-V def2-TZVPD def2/J DEFGRID3
* xyz 1 1
C 3.50 -2.62 -1.78
C 2.84 -3.13 -0.44
C 1.30 -3.45 -0.73
C 0.30 -2.52 0.08
C -0.89 -1.94 -0.78
C -1.84 -3.05 -1.39
C -3.37 -2.68 -1.06
C -4.35 -3.17 -2.23
N -4.70 -2.05 -3.17
C -6.04 -2.29 -3.77
C -7.24 -1.95 -2.80
C -8.28 -0.95 -3.47
C -9.69 -0.93 -2.73
C -9.99 0.49 -2.04
C -11.52 0.88 -2.38
C -12.01 1.85 -1.21
C -11.44 3.30 -1.48
C -3.67 -1.98 -4.19
S -3.76 -2.93 -5.55
S -2.25 -0.84 -4.04
C -0.93 -1.54 -5.15
C 0.50 -1.13 -4.64
C 1.32 -0.24 -5.70
C 2.36 0.57 -4.84
N 3.23 -0.18 -4.09
C 4.01 0.79 -3.39
C 5.16 0.52 -2.33
C 5.26 1.65 -1.24
C 4.38 1.40 0.03
F 4.99 0.51 0.93
Br 2.59 0.68 -0.35
C 4.18 2.78 0.89
F 5.24 2.92 1.77
F 4.03 3.88 0.08
Br 2.51 2.71 1.98
C 3.54 2.08 -3.78
N 2.47 1.92 -4.72
C 1.66 2.98 -5.35
C 2.20 4.41 -4.95
F 1.52 2.82 -6.73
H 3.14 -1.55 -1.96
H 4.62 -2.58 -1.73
H 3.14 -3.21 -2.68
H 2.91 -2.28 0.30
H 3.36 -4.04 -0.05
H 1.14 -4.52 -0.44
H 1.13 -3.40 -1.85
H -0.05 -3.11 0.97
H 0.89 -1.65 0.47
H -0.51 -1.27 -1.61
H -1.52 -1.32 -0.10
H -1.75 -3.14 -2.51
H -1.67 -4.08 -0.96
H -3.48 -1.57 -0.96
H -3.68 -3.14 -0.08
H -5.29 -3.52 -1.71
H -3.84 -4.01 -2.79
H -6.15 -1.62 -4.67
H -6.13 -3.37 -4.05
H -7.83 -2.90 -2.62
H -6.94 -1.57 -1.79
H -8.47 -1.20 -4.55
H -7.83 0.09 -3.41
H -9.75 -1.69 -1.92
H -10.55 -1.09 -3.45
H -9.38 1.32 -2.50
H -9.83 0.40 -0.94
H -12.09 -0.09 -2.31
H -11.56 1.35 -3.39
H -11.59 1.49 -0.23
H -13.13 1.82 -1.13
H -11.65 3.64 -2.54
H -11.97 4.02 -0.80
H -10.34 3.30 -1.26
H -1.09 -1.29 -6.23
H -1.01 -2.66 -5.02
H 0.38 -0.48 -3.71
H 1.12 -2.01 -4.32
H 0.62 0.50 -6.16
H 1.85 -0.87 -6.47
H 3.30 -1.20 -4.03
H 5.09 -0.52 -1.92
H 6.12 0.57 -2.93
H 6.33 1.65 -0.88
H 5.10 2.66 -1.71
H 3.95 3.04 -3.40
H 0.63 2.91 -4.89
H 2.36 4.50 -3.83
H 1.44 5.19 -5.21
H 3.13 4.66 -5.52
C 8.38 -2.14 4.34
O 9.39 -2.27 5.00
N 7.68 -0.99 4.20
C 6.48 -0.90 3.39
C 8.16 0.21 4.87
H 7.93 -2.98 3.78
H 6.63 -0.17 2.59
H 5.65 -0.59 4.02
H 6.25 -1.87 2.94
H 9.17 0.44 4.53
H 8.19 0.02 5.95
H 7.50 1.05 4.67
C -11.08 7.05 -0.80
O -11.74 6.13 -1.25
N -11.38 7.74 0.32
C -10.55 8.83 0.80
C -12.58 7.39 1.06
H -10.15 7.39 -1.29
H -10.19 8.59 1.81
H -11.14 9.75 0.84
H -9.69 8.98 0.15
H -12.51 6.35 1.38
H -13.45 7.50 0.42
H -12.68 8.03 1.94
C -6.55 9.17 -0.04
O -7.06 8.37 0.72
N -6.00 10.36 0.33
C -5.41 11.26 -0.63
C -6.02 10.73 1.74
H -6.48 8.99 -1.12
H -4.36 11.42 -0.37
H -5.94 12.22 -0.60
H -5.46 10.86 -1.63
H -5.48 9.97 2.32
H -7.05 10.76 2.09
H -5.55 11.70 1.88
C 8.96 -4.60 8.69
O 8.61 -4.96 9.80
N 9.78 -5.29 7.87
C 10.15 -4.80 6.55
C 10.30 -6.57 8.31
H 8.63 -3.64 8.26
H 9.82 -5.52 5.80
H 11.24 -4.70 6.51
H 9.69 -3.83 6.35
H 9.46 -7.25 8.52
H 10.87 -6.43 9.23
H 10.93 -7.01 7.54
C 12.75 -8.63 4.78
O 12.01 -7.72 5.11
N 13.20 -9.61 5.60
C 14.09 -10.65 5.13
C 12.79 -9.60 6.99
H 13.12 -8.72 3.75
H 13.60 -11.62 5.28
H 15.02 -10.62 5.70
H 14.31 -10.53 4.07
H 11.70 -9.67 7.04
H 13.11 -8.67 7.46
H 13.23 -10.45 7.52
*
```

## Properties
M: 1106.149 Da
calculated total energy: -241780.3308 eV

Atom charges from the Löwdin analysis, given in e for atoms 1 to 6: atom 1 (C): -0.1521, atom 2 (C): -0.2261, atom 3 (C): -0.1950, atom 4 (C): -0.2040, atom 5 (C): -0.2093, atom 6 (C): -0.2033